This record from the OMol25 dataset describes a structure of composition C3H12KN6O3 at a distorted geometry. The level of theory is wB97M-V/def2-TZVPD.

Summary:
total charge: +1
orbital gap: 10.611 eV
HOMO level: -13.51 eV
energy relative to the best compared isomer or geometry (same formula, charge and spin): 1.100 eV
E_tot: -34712.7304 eV

Last column: Löwdin charge in e.
Atoms and positions in Å:
K: 1.750 -18.152 -12.994  0.910
O: -0.366 -18.110 -15.106  -0.019
O: 4.236 -17.296 -13.411  -0.066
O: 3.099 -20.437 -13.887  -0.054
N: 1.428 -21.753 -14.712  0.162
N: 0.568 -16.659 -16.658  0.166
N: 3.566 -21.989 -15.494  0.180
N: 5.249 -16.891 -15.419  0.170
N: 3.579 -15.510 -14.673  0.166
N: 1.659 -18.545 -15.951  0.140
C: 2.745 -21.365 -14.620  -0.666
C: 4.375 -16.577 -14.404  -0.662
C: 0.480 -17.840 -15.965  -0.653
H: 1.655 -19.522 -15.711  0.066
H: 2.342 -18.102 -16.537  0.097
H: 1.192 -22.636 -15.129  0.107
H: 0.669 -21.299 -14.239  0.108
H: 4.554 -21.832 -15.541  0.118
H: 5.682 -17.793 -15.390  0.113
H: 2.818 -15.248 -14.080  0.104
H: 1.365 -16.380 -17.195  0.095
H: 0.014 -15.883 -16.335  0.115
H: 3.190 -22.676 -16.119  0.106
H: 3.824 -14.952 -15.468  0.102
H: 5.360 -16.249 -16.177  0.096

=====

This record from the OMol25 dataset describes a structure of composition C32H28BrF5InO at a distorted geometry. The level of theory is wB97M-V/def2-TZVPD.

Summary:
total charge: -1
orbital gap: 7.675 eV
HOMO level: -5.56 eV
E_tot: -124489.9953 eV

Last column: Löwdin charge in e.
Atoms and positions in Å:
In: -0.494 -1.656 -4.259  0.245
Br: 2.102 -1.534 -4.204  -0.148
F: -4.019 -0.947 -4.500  0.054
F: -3.314 -1.248 1.347  0.049
F: 2.565 0.626 1.381  0.060
F: -0.873 1.992 -5.476  0.037
F: 3.042 -0.415 5.291  0.037
O: -1.031 -3.614 -4.647  -0.451
C: -4.679 0.152 -4.871  -0.289
C: -2.660 -0.953 4.889  -0.094
C: 0.139 2.471 -3.420  0.004
C: -5.215 0.224 -6.143  -0.015
C: -2.656 -1.112 2.511  -0.282
C: -5.901 1.370 -6.518  -0.097
C: -0.265 2.877 -4.678  -0.283
C: -5.485 2.336 -4.355  -0.089
C: 5.751 -0.628 2.522  -0.087
C: 6.481 -0.579 1.341  -0.105
C: -1.374 -1.040 -2.324  -0.249
C: 5.884 -0.124 0.173  -0.081
C: 2.791 -1.608 5.871  -0.286
C: 4.426 -0.215 2.539  -0.021
C: 2.263 -4.044 7.039  -0.097
C: -1.281 -0.995 2.476  -0.001
C: -6.035 2.427 -5.627  -0.113
C: 0.771 3.387 -2.594  -0.077
C: -0.590 -0.849 3.667  -0.075
C: 2.723 -2.735 5.076  -0.014
C: -4.804 1.191 -3.969  -0.004
C: -1.276 -0.831 4.875  -0.100
C: -0.060 4.168 -5.129  -0.025
C: 4.557 0.283 0.179  -0.005
C: -1.956 -0.628 -1.351  -0.088
C: 2.461 -3.960 5.668  -0.074
C: 0.567 5.080 -4.291  -0.104
C: 2.332 -2.899 7.822  -0.087
C: 2.602 -1.670 7.237  -0.021
C: 3.852 0.232 1.365  -0.278
C: -3.361 -1.092 3.698  -0.023
C: 0.984 4.691 -3.025  -0.113
H: -4.439 -1.182 3.686  0.114
H: -0.766 -1.019 1.523  0.118
H: 2.873 -2.649 4.007  0.119
H: 0.488 -0.751 3.653  0.094
H: 0.730 6.095 -4.628  0.095
H: 6.450 -0.087 -0.747  0.105
H: -0.732 -0.722 5.805  0.094
H: -1.857 -3.547 -5.118  -0.083
H: -1.147 -0.644 -5.540  -0.072
H: -5.089 -0.606 -6.824  0.116
H: -0.387 4.448 -6.122  0.111
H: 6.213 -0.989 3.432  0.101
H: -4.367 1.096 -2.983  0.116
H: -2.495 -0.410 -0.486  -0.041
H: -5.582 3.161 -3.662  0.100
H: -6.567 3.322 -5.926  0.092
H: 7.515 -0.900 1.331  0.095
H: -0.044 1.453 -3.099  0.092
H: 1.476 5.403 -2.374  0.092
H: -3.196 -0.943 5.829  0.099
H: 2.411 -4.851 5.057  0.108
H: 2.175 -2.962 8.890  0.102
H: 1.097 3.081 -1.609  0.104
H: 3.842 -0.241 3.445  0.083
H: 4.070 0.629 -0.723  0.123
H: 2.666 -0.767 7.830  0.116
H: 2.054 -5.000 7.499  0.099
H: -6.329 1.439 -7.509  0.097

=====

This record from the OMol25 dataset describes a structure of composition H18O9Pb at a distorted geometry. The level of theory is wB97M-V/def2-TZVPD.

Summary:
total charge: +2
orbital gap: 10.475 eV
HOMO level: -16.68 eV
energy relative to the best compared isomer or geometry (same formula, charge and spin): 1.569 eV
E_tot: -23953.2267 eV

Last column: Löwdin charge in e.
Atoms and positions in Å:
Pb: -0.110 0.059 0.004  1.594
O: -2.438 -0.942 0.508  -0.100
O: -0.381 -0.033 2.419  -0.117
O: 1.927 -1.405 -1.421  -0.084
O: 0.730 1.331 -1.822  -0.112
O: 0.014 2.388 1.167  -0.101
O: 0.262 -2.260 0.650  -0.151
O: -1.031 -0.836 -2.092  -0.096
O: -1.931 1.838 -0.717  -0.098
O: 2.271 0.267 0.933  -0.072
H: 2.296 -1.988 -0.749  0.054
H: 2.907 0.099 0.255  0.050
H: -2.644 -1.194 1.441  0.096
H: 1.461 0.959 -2.271  0.047
H: -1.756 -0.581 -2.633  0.071
H: -0.315 2.925 1.876  0.085
H: 0.379 0.190 2.913  0.052
H: -3.178 -1.216 -0.005  0.066
H: -1.184 -1.768 -1.905  0.075
H: 0.630 -3.161 0.527  0.114
H: 2.613 -1.099 -2.055  0.100
H: -0.880 -0.564 3.073  0.111
H: -1.773 2.109 -1.659  0.094
H: -0.379 -2.394 1.368  0.062
H: 0.746 2.254 -2.090  0.101
H: -1.574 2.506 -0.141  0.017
H: 0.785 2.922 0.922  0.094
H: 2.554 -0.407 1.502  0.046

=====

This record from the OMol25 dataset describes a cluster of 3 separate species, C5H12O2 in total. The level of theory is wB97M-V/def2-TZVPD.

Summary:
total charge: 0
orbital gap: 9.880 eV
HOMO level: -9.07 eV
energy relative to the best compared isomer or geometry (same formula, charge and spin): 1.805 eV
E_tot: -9473.3309 eV

Last column: Löwdin charge in e.
Atoms and positions in Å:
O: -1.347 -0.588 2.291  -0.056
O: 1.762 -1.496 2.542  -0.075
C: -0.362 -1.844 -0.743  -0.093
C: 0.007 0.625 -0.795  -0.149
C: -0.224 1.990 -1.286  -0.192
C: -0.766 -0.422 -1.059  -0.174
C: 0.727 2.744 -1.815  0.001
H: 0.497 3.741 -2.159  0.051
H: -0.933 -2.529 -1.372  0.072
H: -1.747 -0.251 -1.488  0.106
H: 0.876 -1.343 2.905  0.011
H: 0.687 -1.955 -1.004  0.079
H: -1.243 2.367 -1.219  0.101
H: -0.505 -2.171 0.290  0.065
H: 0.931 0.415 -0.254  0.120
H: -1.170 0.352 2.409  0.046
H: 2.345 -1.367 3.301  0.032
H: 1.751 2.403 -1.871  0.060
H: -1.286 -0.670 1.326  -0.004

=====

This record from the OMol25 dataset describes a structure of composition C27H31NO7SV at a distorted geometry. The level of theory is wB97M-V/def2-TZVPD.

Summary:
total charge: 0
orbital gap (alpha / beta): 6.470 / 6.556 eV
HOMO level (alpha / beta): -6.41 / -6.50 eV
spin multiplicity: 4
energy relative to the best compared isomer or geometry (same formula, charge and spin): 1.049 eV
E_tot: -80847.8701 eV

Last column: Löwdin spin population.
Atoms and positions in Å:
V: 1.205 -0.739 -0.005  2.749
S: 3.619 -0.661 -2.896  0.017
O: -1.633 -1.810 -1.429  0.005
O: -0.283 -2.726 0.819  0.005
O: 2.512 -2.288 0.574  0.027
O: 1.109 -2.077 -1.648  0.034
O: -0.678 0.308 0.021  0.026
O: 0.529 1.858 3.005  0.008
O: 1.092 0.054 1.811  0.032
N: 2.467 0.685 -0.769  0.008
C: -1.090 -2.500 -2.542  0.001
C: -3.241 0.997 0.784  0.000
C: -1.432 -3.440 0.387  0.000
C: 2.868 -3.180 -0.486  0.006
C: 1.730 -3.344 -1.496  0.003
C: -0.438 5.158 -0.930  0.000
C: -2.337 -2.567 -0.480  0.000
C: -0.399 3.993 -1.679  0.000
C: -2.173 1.237 1.649  0.000
C: -0.780 1.337 1.025  0.006
C: -0.585 5.085 0.448  0.000
C: 4.017 1.851 -2.234  -0.003
C: 3.921 3.010 -1.520  0.012
C: -4.785 1.053 2.624  0.000
C: 0.290 -1.911 -2.792  0.008
C: -0.646 2.682 0.327  0.001
C: 3.311 0.670 -1.873  0.018
C: 0.387 1.092 2.067  0.009
C: 1.939 -2.863 1.742  0.005
C: 3.109 3.006 -0.387  -0.002
C: 2.442 1.855 -0.076  0.016
C: -0.693 3.854 1.075  0.000
C: -2.430 1.393 3.008  0.000
C: -3.729 1.300 3.488  0.000
C: 0.622 -3.578 1.509  0.001
C: -0.503 2.759 -1.055  0.000
C: -4.536 0.905 1.268  0.000
H: -1.112 -4.331 -0.168  0.000
H: -5.356 0.724 0.584  0.000
H: -2.008 -3.778 1.256  0.000
H: -5.797 0.982 3.004  0.000
H: 2.998 3.874 0.246  0.000
H: 4.467 3.897 -1.812  0.001
H: -2.861 -1.841 0.147  0.000
H: 1.855 1.870 0.821  0.001
H: -3.086 -3.214 -0.950  0.000
H: 0.778 -4.495 0.928  0.000
H: -0.464 1.856 -1.647  0.000
H: 4.645 1.782 -3.109  0.000
H: -0.793 3.792 2.150  0.000
H: 3.196 -4.147 -0.094  0.000
H: -1.616 1.595 3.687  0.000
H: 2.637 -3.568 2.202  0.000
H: 0.997 -4.094 -1.180  0.000
H: 0.203 -3.872 2.478  0.000
H: 3.681 -2.682 -1.006  0.001
H: -1.023 -3.576 -2.344  0.000
H: -0.355 6.121 -1.419  0.000
H: -0.618 5.990 1.041  0.000
H: -1.091 -0.481 0.402  0.002
H: 0.202 -0.835 -2.944  0.002
H: 1.779 -2.022 2.415  0.001
H: 0.767 -2.350 -3.670  0.001
H: -3.911 1.418 4.549  0.000
H: -0.281 4.038 -2.754  0.000
H: 2.165 -3.657 -2.450  0.000
H: -3.052 0.898 -0.279  0.000
H: -1.727 -2.348 -3.417  0.000

=====

This record from the OMol25 dataset describes the molecule C19H27N3O5S. The level of theory is wB97M-V/def2-TZVPD.

Summary:
total charge: 0
orbital gap: 9.063 eV
HOMO level: -8.52 eV
energy relative to the best compared isomer or geometry (same formula, charge and spin): 1.056 eV
E_tot: -45684.8980 eV

Last column: Löwdin charge in e.
Atoms and positions in Å:
S: 1.265 0.190 -2.641  0.684
O: -0.081 0.671 -2.836  -0.296
O: 2.149 0.204 -3.769  -0.283
O: 3.551 2.916 2.053  0.005
O: 0.609 4.307 3.475  0.088
O: -0.188 0.556 1.878  0.083
N: -2.217 1.144 1.075  0.070
N: 1.277 -1.344 -1.976  -0.226
N: 0.804 3.106 1.569  0.033
C: -3.649 -0.060 3.433  -0.101
C: 3.012 2.339 0.947  -0.186
C: 2.817 3.991 2.598  -0.057
C: 1.152 1.852 -0.490  0.006
C: -0.465 -4.063 -2.751  -0.211
C: -1.075 -3.568 -1.442  -0.204
C: -0.075 -2.885 -0.509  -0.166
C: -0.970 1.405 1.510  -0.485
C: 0.274 -1.460 -0.927  -0.211
C: -2.784 -0.186 1.059  -0.195
C: 0.205 -2.963 -3.571  -0.166
C: 1.645 2.455 0.658  -0.111
C: 1.307 3.805 2.622  -0.395
C: -0.625 2.900 1.490  -0.033
C: 1.991 1.104 -1.290  -0.267
C: 3.330 0.952 -0.992  -0.042
C: 1.480 -2.425 -2.915  -0.201
C: 3.845 1.591 0.122  0.028
C: -4.008 -0.292 1.970  -0.238
H: -0.522 -2.819 0.486  0.108
H: -1.049 3.380 2.379  0.137
H: -1.512 -4.425 -0.923  0.108
H: -1.031 3.383 0.595  0.139
H: 0.468 -3.371 -4.549  0.113
H: 0.273 -4.839 -2.534  0.112
H: -1.997 -0.861 1.399  0.112
H: -3.058 -0.445 0.031  0.119
H: -2.911 -0.788 3.760  0.078
H: 3.949 0.351 -1.637  0.120
H: 3.172 4.127 3.621  0.143
H: -0.483 -2.131 -3.732  0.118
H: 0.668 -0.918 -0.061  0.111
H: -4.531 -0.154 4.061  0.070
H: -4.438 -1.287 1.850  0.107
H: -1.256 -4.521 -3.350  0.108
H: 2.018 -3.233 -2.410  0.124
H: 4.885 1.507 0.390  0.125
H: -4.759 0.436 1.653  0.105
H: 0.118 1.919 -0.783  0.115
H: 0.832 -3.482 -0.420  0.117
H: -1.885 -2.870 -1.664  0.111
H: -0.641 -0.948 -1.251  0.107
H: 3.025 4.914 2.031  0.149
H: -3.230 0.933 3.575  0.067
H: -2.825 1.902 0.809  0.149
H: 2.138 -2.002 -3.676  0.105